Entry 1:
{
  "formula": "C4H4ErO5",
  "method": "ωB97M-V with the def2-TZVPD basis set",
  "symbols": ["C", "H", "C", "O", "H", "O", "O", "C", "H", "O", "Er", "H", "C", "O"],
  "coordinates": [[1.086, 0.492, -0.556], [1.909, 0.939, -1.139], [-3.543, -1.160, -0.135], [-3.552, -0.242, -0.844], [1.069, -0.960, -2.144], [-3.558, -2.065, 0.589], [0.225, 1.986, 1.603], [0.881, -0.928, -1.060], [1.573, -1.651, -0.591], [1.935, 1.231, 2.821], [-0.742, 2.031, -0.273], [-0.144, -1.291, -0.890], [1.240, 1.225, 1.806], [1.621, 0.394, 0.811]],
  "total_charge": 1,
  "gap_ev": [6.5, 6.6],
  "spin_multiplicity": 4,
  "energy_ha": -1545.778710,
  "de_lowest_kj_mol": 0.0,
  "largest_force_ev_per_a": 5.87
}


Entry 2:
{
  "formula": "C4H4F2O",
  "method": "ωB97M-V with the def2-TZVPD basis set",
  "symbols": ["C", "F", "H", "H", "F", "C", "H", "C", "H", "C", "O"],
  "coordinates": [[-1.228, -0.050, 0.207], [-1.840, -0.358, 1.322], [0.897, 0.115, -0.544], [-1.929, 2.351, 1.010], [-2.111, -0.319, -0.786], [-1.386, 1.982, 0.176], [1.689, -2.195, 0.301], [0.176, -0.547, -0.039], [0.027, -2.439, 0.985], [0.591, -1.754, 0.436], [-0.754, 2.586, -0.586]],
  "gap_ev": 9.5,
  "spin_multiplicity": 1,
  "energy_ha": -429.677504,
  "de_lowest_kj_mol": 252.4,
  "largest_force_ev_per_a": 5.34
}


Entry 3:
{
  "formula": "C4H4F4O",
  "method": "ωB97M-V with the def2-TZVPD basis set",
  "symbols": ["O", "C", "H", "H", "H", "C", "F", "H", "F", "C", "F", "F", "C"],
  "coordinates": [[-2.265, 0.636, -1.412], [-1.710, -2.145, -0.507], [-0.711, -0.330, -2.160], [-1.321, -0.367, 1.898], [-0.712, 1.218, 1.787], [-1.172, 0.482, 1.214], [-2.096, -2.515, 0.666], [-2.159, 0.581, 0.951], [-0.650, -2.934, -0.896], [-1.151, 0.095, -1.307], [-2.669, -2.151, -1.400], [0.886, 0.010, 0.057], [-0.436, 0.169, -0.011]],
  "gap_ev": [8.1, 8.7],
  "spin_multiplicity": 1,
  "energy_ha": -629.383200,
  "de_lowest_kj_mol": 252.5,
  "largest_force_ev_per_a": 3.17
}


Entry 4:
{
  "formula": "C4H4F6S",
  "method": "ωB97M-V with the def2-TZVPD basis set",
  "symbols": ["F", "F", "C", "H", "F", "H", "F", "S", "F", "F", "C", "C", "H", "H", "C"],
  "coordinates": [[0.090, -0.534, -2.146], [-1.395, 1.001, -1.652], [-0.201, 0.564, -1.363], [1.401, -1.100, 1.095], [-0.717, -2.157, -0.279], [1.772, -0.283, -0.526], [-1.167, -1.381, 1.705], [-0.653, 1.604, 1.113], [-2.289, -0.719, -0.064], [0.675, 1.484, -1.611], [1.390, -0.238, 0.447], [-1.056, -1.055, 0.398], [1.718, 0.649, 0.975], [0.504, 2.010, 1.701], [-0.070, 0.155, 0.207]],
  "smiles": "CC(S)(C(F)(F)F)C(F)(F)F",
  "gap_ev": 10.6,
  "spin_multiplicity": 1,
  "energy_ha": -1152.212685,
  "de_lowest_kj_mol": 0.0,
  "largest_force_ev_per_a": 3.33
}


Entry 5:
{
  "formula": "C4H4FN",
  "method": "ωB97M-V with the def2-TZVPD basis set",
  "symbols": ["C", "H", "C", "H", "H", "F", "C", "N", "H", "C"],
  "coordinates": [[0.285, -0.484, -0.100], [-2.769, 0.317, -0.912], [-2.095, 0.441, -0.087], [-1.632, 1.485, 0.255], [-1.190, -1.610, 0.662], [1.172, -1.544, -0.033], [-0.993, -0.575, 0.014], [1.307, 1.815, 0.004], [-2.819, 0.088, 0.816], [0.921, 0.770, 0.081]],
  "smiles": "C/C=C(/F)C#N",
  "gap_ev": 10.5,
  "spin_multiplicity": 1,
  "energy_ha": -309.338998,
  "de_lowest_kj_mol": 217.4,
  "largest_force_ev_per_a": 5.46
}


Entry 6:
{
  "formula": "C4H4FN2O",
  "method": "ωB97M-V with the def2-TZVPD basis set",
  "symbols": ["N", "N", "O", "F", "C", "H", "C", "C", "H", "C", "H", "H"],
  "coordinates": [[0.011, 0.519, 1.164], [0.275, 0.342, -0.144], [-0.278, 1.625, -2.069], [-0.920, -2.766, 0.702], [-0.484, -0.635, 1.575], [-0.497, -0.756, 2.658], [0.434, 1.526, -1.010], [-0.473, -1.539, 0.499], [0.191, -1.267, -1.560], [0.052, -0.931, -0.605], [0.088, 2.266, -0.169], [1.600, 1.617, -1.041]],
  "smiles": "[O-]Cn1cc(F)cn1",
  "total_charge": -1,
  "gap_ev": 6.8,
  "spin_multiplicity": 1,
  "energy_ha": -439.402234,
  "de_lowest_kj_mol": 58.0,
  "largest_force_ev_per_a": 3.86
}


Entry 7:
{
  "formula": "C4H4FNO2",
  "method": "ωB97M-V with the def2-TZVPD basis set",
  "symbols": ["H", "O", "C", "N", "F", "H", "H", "C", "C", "H", "O", "C"],
  "coordinates": [[1.939, -2.548, 0.330], [-1.280, -1.258, -0.591], [1.592, -0.465, 0.111], [-1.527, -0.269, 0.127], [2.438, 0.495, 0.272], [0.238, -1.968, -0.064], [0.355, 2.564, -0.226], [-0.574, 2.030, -0.349], [-0.712, 0.793, 0.016], [-1.384, 2.595, -0.805], [-2.375, -0.269, 1.015], [1.289, -1.700, 0.165]],
  "gap_ev": [8.4, 7.6],
  "spin_multiplicity": 1,
  "energy_ha": -459.589568,
  "de_lowest_kj_mol": 811.5,
  "largest_force_ev_per_a": 3.82
}


Entry 8:
{
  "formula": "C4H4FeO5",
  "method": "ωB97M-V with the def2-TZVPD basis set",
  "symbols": ["C", "O", "H", "H", "H", "C", "O", "C", "O", "C", "H", "O", "Fe", "O"],
  "coordinates": [[-0.881, 0.068, 0.179], [1.084, 2.386, 0.481], [-0.827, -0.320, -1.977], [-2.096, 0.811, -1.442], [-1.163, 0.926, 0.814], [1.373, 1.400, 1.102], [2.155, -1.919, -0.294], [-1.053, 0.497, -1.272], [0.119, -2.582, 0.431], [1.056, -1.835, 0.175], [-0.401, 1.344, -1.555], [0.545, -0.167, 0.433], [-1.835, -1.707, 0.795], [1.924, 1.100, 2.129]],
  "total_charge": -1,
  "gap_ev": [6.4, 8.2],
  "spin_multiplicity": 6,
  "energy_ha": -1794.707428,
  "de_lowest_kj_mol": 0.0,
  "largest_force_ev_per_a": 3.00
}


Entry 9:
{
  "formula": "C4H4HgO2",
  "method": "ωB97M-V with the def2-TZVPD basis set",
  "symbols": ["H", "Hg", "C", "H", "C", "O", "C", "H", "C", "H", "O"],
  "coordinates": [[1.947, 0.466, 0.324], [-1.203, 2.130, -1.137], [1.002, -0.035, 0.540], [0.036, -2.082, 0.755], [-0.243, -0.244, -0.501], [-0.710, 1.939, 0.732], [0.523, -1.384, 0.056], [1.169, -1.901, -0.666], [-0.258, 0.626, 0.898], [-1.279, 0.226, 0.567], [-0.984, 0.259, -1.570]],
  "gap_ev": [6.0, 7.1],
  "spin_multiplicity": 1,
  "energy_ha": -458.381127,
  "de_lowest_kj_mol": 279.3,
  "largest_force_ev_per_a": 8.56
}


Entry 10:
{
  "formula": "C4H4I2",
  "method": "ωB97M-V with the def2-TZVPD basis set",
  "symbols": ["C", "H", "C", "H", "H", "I", "I", "C", "C", "H"],
  "coordinates": [[-1.223, -0.244, 0.162], [-0.095, -1.383, -1.428], [0.107, 0.495, 0.045], [0.157, 1.517, -0.199], [1.465, -1.073, 0.870], [3.006, 1.005, 0.027], [-2.860, 1.142, 0.063], [1.239, -0.053, 0.596], [-0.500, -0.498, -1.024], [-1.297, -0.908, 0.888]],
  "gap_ev": [6.9, 8.0],
  "spin_multiplicity": 1,
  "energy_ha": -750.019488,
  "de_lowest_kj_mol": 323.3,
  "largest_force_ev_per_a": 4.60
}